[1]
One molecule with the formula C5H13N, computed with ωB97M-V/def2-TZVPD.

Positions of all 19 atoms, in Å:
H (-2.296, -1.117, -0.335)
H (-1.148, 1.465, -0.297)
H (1.216, 1.666, 2.632)
H (-0.404, 0.721, -1.847)
C (-0.805, 0.535, -0.890)
H (0.575, 0.101, 2.739)
C (0.572, 1.040, 2.094)
H (0.487, -1.908, -1.478)
H (-2.956, 0.142, -1.343)
N (1.077, 0.593, 0.711)
C (1.079, -1.232, -0.863)
H (-1.965, -1.194, -1.883)
C (-2.026, -0.388, -1.142)
H (1.830, -1.815, -0.384)
H (2.066, 0.380, 0.600)
C (0.217, -0.362, 0.045)
H (-0.283, -1.178, 0.665)
H (1.529, -0.495, -1.588)
H (-0.416, 1.523, 2.072)

Cartesian forces (eV/Å) of the 3 atoms listed first:
0.4 1.2 0.4
0.8 -1.4 -1.2
1.3 1.3 0.1

Summary:
Gap between HOMO and LUMO   9.60 eV
Structure (SMILES)   CC[C@@H](C)NC
Spin multiplicity   1
Total energy   -252.9998 a.u.
Energy above the lowest of the compared OMol25 structures with the same formula, charge and spin   166.15 kJ/mol

[2]
A 2-piece molecular cluster, C5H13N overall, computed with ωB97M-V/def2-TZVPD.

Positions of all 19 atoms, in Å:
H (-1.186, 2.821, -1.071)
H (-0.310, 0.796, -2.400)
H (-2.391, 1.796, -0.288)
C (0.399, -0.233, 1.689)
C (-0.376, 0.995, -0.247)
H (-1.546, -0.201, 0.991)
H (-1.513, -0.235, -1.622)
H (1.148, -2.850, 0.134)
H (2.624, -2.708, 1.117)
H (2.498, -1.836, -0.427)
H (0.200, -0.652, -1.525)
H (-1.255, 2.736, 0.692)
C (1.954, -2.193, 0.441)
C (-0.507, 0.173, -1.530)
H (1.525, -1.218, 1.007)
H (0.039, -0.878, 2.506)
C (-1.364, 2.160, -0.225)
H (0.646, 1.376, -0.162)
N (-0.586, 0.149, 0.920)

Cartesian forces (eV/Å) of the 3 atoms listed first:
0.0 0.0 0.0
0.0 0.0 -0.1
-0.1 0.0 0.0

Summary:
Gap between HOMO and LUMO   8.81 eV
Spin multiplicity   1
Total energy   -252.9577 a.u.
Energy above the lowest of the compared OMol25 structures with the same formula, charge and spin   276.69 kJ/mol

[3]
C5H13N as an isolated structure, computed with ωB97M-V/def2-TZVPD.

Positions of all 19 atoms, in Å:
H (-0.442, -0.373, 1.748)
H (2.660, -3.952, 1.721)
H (-1.330, 1.805, 1.235)
H (2.106, -3.479, 1.651)
C (0.022, -1.680, -1.190)
H (1.049, -1.256, -1.407)
H (1.381, 1.046, -0.135)
H (-0.262, -2.605, -1.701)
C (-1.274, 2.172, -1.187)
N (-0.373, -1.611, 0.202)
H (-1.960, 2.999, -1.009)
C (0.233, -0.502, 0.900)
H (-0.754, -0.886, -0.908)
C (-0.439, 1.867, 0.555)
C (0.461, 0.866, 0.367)
H (-1.764, 1.173, -1.108)
H (-0.044, 2.892, 0.889)
H (-0.468, 2.370, -1.957)
H (1.197, -0.846, 1.333)

Cartesian forces (eV/Å) of the 3 atoms listed first:
0.1 -0.1 0.4
0.3 -0.2 0.0
0.7 -0.9 -0.8

Summary:
Gap between HOMO and LUMO   5.05 eV
Spin multiplicity   1
Total energy   -252.7162 a.u.
Energy above the lowest of the compared OMol25 structures with the same formula, charge and spin   910.80 kJ/mol

[4]
A 2-piece molecular cluster, C5H13N overall, computed with ωB97M-V/def2-TZVPD.

Positions of all 19 atoms, in Å:
C (0.344, 6.396, 2.338)
C (-1.111, -3.592, -0.989)
H (-1.016, 5.057, -0.201)
H (1.228, -4.239, -1.776)
H (0.670, 5.254, -0.022)
C (1.043, -4.964, -0.987)
H (-0.066, 6.628, -0.576)
C (-0.240, 5.762, 0.165)
N (-0.583, 6.325, 1.480)
H (1.477, 6.192, 2.235)
H (-2.118, -3.777, -0.756)
H (1.914, -4.683, -0.257)
H (1.294, -5.976, -1.508)
H (-0.068, -4.386, 0.748)
H (-0.796, -2.659, -0.593)
H (0.052, 6.577, 3.354)
H (-0.903, -3.629, -2.092)
H (-0.886, -5.569, -0.243)
C (-0.237, -4.718, -0.319)

Cartesian forces (eV/Å) of the 3 atoms listed first:
-1.2 -0.1 0.7
2.3 -1.6 -1.0
0.1 0.8 0.1

Summary:
Gap between HOMO and LUMO (alpha / beta)   6.39 / 2.33 eV
Total charge   +1
Spin multiplicity   2
Total energy   -252.6089 a.u.
Energy above the lowest of the compared OMol25 structures with the same formula, charge and spin   378.42 kJ/mol
<S²>   0.760